1.
{
  "formula": "C13H10N4O3S",
  "method": "ωB97M-V/def2-TZVPD",
  "species": ["C", "C", "C", "N", "C", "C", "O", "O", "C", "C", "N", "C", "C", "C", "S", "C", "C", "O", "N", "C", "N", "H", "H", "H", "H", "H", "H", "H", "H", "H", "H"],
  "coordinates": [[-0.99885, -0.08589, 5.49974], [-1.13046, 0.09647, 4.01554], [-1.22374, -1.15952, 3.25819], [-1.51208, -1.24022, 1.90227], [-1.70744, -0.00936, 1.32497], [-2.05184, 0.14608, 0.00892], [-2.25150, 1.31369, -0.38501], [-2.11037, -1.04784, -0.81509], [-1.61316, -0.88274, -2.25746], [-0.11734, -0.61995, -2.31490], [0.38968, 0.56274, -2.08357], [1.73868, 0.85905, -2.35847], [2.42984, 2.13094, -2.61636], [3.66958, 1.98006, -3.09185], [4.18189, 0.33502, -3.23071], [2.51983, -0.20484, -2.68876], [1.97901, -1.60161, -2.75457], [2.65469, -2.57725, -2.69204], [0.67537, -1.68942, -2.70381], [-1.50174, 1.25793, 2.14422], [-1.21078, 1.26298, 3.45827], [-0.50308, 0.79107, 5.92787], [-0.35575, -0.86449, 5.84454], [-1.96696, -0.30028, 5.86436], [-1.14768, -2.17171, 3.69090], [-1.85081, -1.73114, -2.92337], [-2.11800, -0.11945, -2.79132], [1.94252, 3.15302, -2.52061], [4.36613, 2.78827, -3.38358], [0.18946, -2.52233, -2.96843], [-1.36509, 2.15073, 1.64012]],
  "forces_ev_per_a": [[1.28, 1.45, -0.44], [0.11, -4.73, -0.14], [-0.75, 0.71, -2.10], [0.14, 2.46, 2.19], [1.81, 0.21, 7.12], [-1.18, 2.71, -6.19], [0.13, -3.62, -0.21], [1.04, 1.87, -0.92], [0.18, -0.10, 1.52], [1.25, 1.56, 0.06], [-1.06, 0.22, -0.21], [-0.27, -0.98, -0.94], [-2.45, 1.34, 0.78], [1.07, 0.03, -0.21], [-1.97, -0.79, 0.55], [1.67, -0.19, -0.89], [3.52, 2.11, 1.14], [1.86, -2.21, -0.77], [-4.55, 1.54, 0.05], [0.43, -4.24, -0.34], [-0.48, 0.73, -1.87], [-0.79, 0.24, 0.10], [0.39, -1.04, -0.42], [-1.08, 0.19, 0.84], [0.23, 0.92, 0.25], [-0.04, -0.45, 1.30], [-0.52, 1.38, 0.24], [0.63, -1.59, 0.03], [-0.58, -0.67, 0.29], [0.30, -0.70, 0.16], [-0.35, 1.66, -0.95]],
  "nbo_charge": [-0.6574, 0.2286, -0.0319, -0.3107, -0.0319, 0.7458, -0.5417, -0.5182, -0.1108, 0.4141, -0.4511, 0.1283, -0.2676, -0.3722, 0.4127, -0.2729, 0.6247, -0.5835, -0.5784, 0.1189, -0.4108, 0.2355, 0.2290, 0.2336, 0.2111, 0.2025, 0.2262, 0.2412, 0.2489, 0.4240, 0.2144],
  "e_above_lowest_ev": 1.9393,
  "charge": 0
}

2.
{
  "formula": "C13H10N5O7RuSe",
  "method": "ωB97M-V/def2-TZVPD",
  "species": ["Ru", "O", "C", "O", "C", "C", "C", "C", "C", "C", "O", "N", "O", "O", "N", "O", "O", "H", "H", "Se", "C", "N", "C", "C", "C", "C", "N", "N", "C", "H", "H", "H", "H", "H", "H", "H", "H"],
  "coordinates": [[0.40808, -0.05744, -0.24062], [-0.97648, -3.66210, -1.25841], [-0.17800, -2.78450, -1.19904], [-0.16431, -1.89503, -0.14964], [0.99537, -2.56592, -2.11049], [1.86991, -3.56524, -2.50406], [3.11276, -3.19980, -3.00132], [3.57778, -1.89558, -2.98244], [2.67738, -0.92864, -2.58558], [1.34568, -1.23459, -2.32062], [0.43194, -0.27138, -2.14344], [3.13464, 0.38148, -2.13222], [4.00242, 0.96002, -2.71338], [2.62872, 0.78500, -1.06481], [4.04542, -4.26255, -3.43534], [3.65065, -5.40299, -3.35731], [5.15680, -3.91300, -3.76530], [1.61932, -4.61079, -2.38657], [4.60856, -1.66748, -3.21514], [-0.01121, -0.12966, 4.63390], [0.24095, 0.00424, 2.88493], [0.41023, 0.10047, 1.73912], [-3.35588, 3.31459, -2.34565], [-2.11635, 3.03072, -1.57348], [-1.16019, 3.86782, -1.03665], [-0.21564, 3.04348, -0.41446], [-0.58517, 1.76988, -0.55543], [-1.73999, 1.77694, -1.26401], [1.03027, 3.42565, 0.30515], [-3.45544, 4.38528, -2.50169], [-4.23839, 2.96268, -1.81115], [-3.32739, 2.82748, -3.32062], [-1.14461, 4.94255, -1.08876], [-2.16368, 0.91336, -1.56326], [0.82917, 4.23936, 1.00024], [1.79045, 3.76348, -0.39921], [1.44527, 2.58790, 0.86509]],
  "forces_ev_per_a": [[-0.29, -0.14, -0.57], [-0.01, -0.05, -0.06], [0.04, 0.06, 0.19], [0.05, -0.16, -0.01], [0.06, 0.04, -0.08], [-0.06, 0.01, 0.03], [0.00, 0.00, -0.16], [-0.05, -0.01, 0.02], [0.00, -0.05, -0.01], [-0.02, 0.03, 0.04], [-0.03, 0.02, -0.08], [-0.02, -0.01, 0.01], [0.00, 0.02, -0.02], [0.03, 0.11, -0.02], [0.18, -0.02, 0.56], [-0.08, -0.01, -0.20], [-0.04, 0.02, -0.21], [0.00, 0.00, 0.00], [0.00, 0.00, 0.00], [-0.01, -0.02, 0.16], [0.09, 0.07, -0.24], [-0.05, 0.03, 0.65], [0.01, 0.02, 0.00], [-0.01, -0.07, 0.00], [0.03, 0.00, 0.02], [-0.06, 0.07, 0.14], [0.15, 0.00, -0.02], [0.07, 0.06, -0.13], [0.02, 0.01, 0.00], [0.00, 0.00, 0.00], [0.00, 0.00, 0.00], [0.00, 0.00, 0.00], [0.00, 0.00, 0.00], [0.01, 0.00, 0.01], [0.01, 0.00, 0.00], [0.00, 0.00, -0.01], [-0.01, -0.01, -0.01]],
  "nbo_charge": [1.4651, -0.4860, 0.7695, -0.6917, -0.2164, -0.1042, 0.0123, -0.1372, -0.0537, 0.3996, -0.6480, 0.5483, -0.2572, -0.4585, 0.5321, -0.3437, -0.3520, 0.2824, 0.2887, 0.5122, 0.1017, -0.4462, -0.6588, 0.2372, -0.3283, 0.2283, -0.3682, -0.3261, -0.6520, 0.2511, 0.2458, 0.2455, 0.2523, 0.4303, 0.2481, 0.2565, 0.2211],
  "e_above_lowest_ev": 0.9023,
  "spin_multiplicity": 5,
  "charge": 1
}

3.
{
  "formula": "C13H10N6O6",
  "method": "ωB97M-V/def2-TZVPD",
  "species": ["O", "N", "O", "C", "C", "N", "O", "N", "O", "C", "C", "N", "O", "N", "O", "C", "C", "N", "C", "C", "C", "C", "C", "C", "C", "H", "H", "H", "H", "H", "H", "H", "H", "H", "H"],
  "coordinates": [[1.09431, -3.62684, 1.40092], [0.81200, -2.64582, 0.67024], [-0.32297, -2.55763, 0.06271], [1.69221, -1.55128, 0.52310], [3.01972, -1.49609, 1.06745], [3.66579, -2.46458, 1.80340], [4.82117, -1.88594, 2.26758], [4.94691, -0.54857, 1.83060], [5.86525, 0.12001, 2.28944], [3.78218, -0.29143, 1.13156], [3.34782, 0.89126, 0.44853], [4.02515, 2.06621, 0.13684], [3.31225, 2.67484, -0.79240], [2.07424, 1.92233, -1.07207], [1.47217, 2.18419, -2.11445], [2.09393, 0.84801, -0.18264], [1.12559, -0.30561, -0.22435], [-0.22748, 0.19874, 0.00864], [-1.01814, 0.62108, -1.24106], [-2.47671, 0.54412, -0.87989], [-3.22719, 1.69143, -0.65434], [-4.56795, 1.56794, -0.24146], [-5.16354, 0.31804, -0.05542], [-4.38172, -0.81518, -0.26615], [-3.04339, -0.71350, -0.66652], [0.99198, -0.68050, -1.26494], [-0.70507, -0.58833, 0.50721], [-0.22245, 1.05659, 0.58773], [-0.78995, -0.12977, -2.00634], [-0.69907, 1.63864, -1.57635], [-2.76596, 2.66744, -0.84347], [-5.14603, 2.46142, -0.02178], [-6.18780, 0.22176, 0.31099], [-4.78447, -1.80787, -0.08382], [-2.41277, -1.58510, -0.85950]],
  "forces_ev_per_a": [[-0.26, 1.84, -1.61], [0.55, -0.11, 0.66], [1.01, 0.42, 0.60], [-1.42, 0.28, 0.36], [0.70, -1.63, 2.59], [-1.29, 1.80, -1.66], [0.38, 0.64, -0.49], [-1.95, 0.15, 0.35], [-0.83, -0.49, -0.98], [1.88, -0.30, 0.79], [1.64, 2.75, -0.44], [-1.09, -3.59, 1.11], [-1.91, -0.16, -0.50], [1.34, -1.66, 0.61], [0.11, 0.01, 1.44], [0.31, 1.57, -2.37], [2.14, -1.45, -2.19], [-1.42, 0.74, 1.35], [-0.30, -0.20, -0.11], [-0.07, 0.08, 0.25], [-0.59, -0.04, -0.03], [0.19, 0.22, 0.01], [0.72, 0.17, 0.09], [0.49, -0.45, -0.01], [-0.39, 0.17, -0.21], [0.51, 0.47, 0.21], [-0.19, 0.39, -0.53], [0.03, -0.82, 0.19], [0.13, 0.29, 0.15], [-0.08, -1.03, 0.44], [-0.33, -0.27, 0.22], [0.10, -0.07, -0.17], [0.34, 0.11, -0.23], [-0.05, 0.16, -0.10], [-0.40, 0.02, 0.23]],
  "nbo_charge": [-0.3947, 0.4788, -0.5843, -0.1507, 0.1881, -0.1092, -0.1565, 0.4197, -0.3703, -0.0719, 0.0953, -0.0348, -0.1356, 0.3551, -0.4103, 0.0625, -0.1097, -0.5324, -0.2397, -0.0822, -0.2104, -0.1952, -0.2023, -0.1768, -0.2224, 0.2382, 0.4892, 0.4297, 0.2375, 0.2568, 0.2186, 0.2215, 0.2284, 0.2251, 0.2450],
  "e_above_lowest_ev": 3.8502,
  "charge": 0
}